24
Properties=species:S:1:pos:R:3:mulliken_charge:R:1 method="wB97M-V/def2-TZVPD" mol_weight_g_mol=183.23 gap_ha="0.3022 / 0.3022" e_lumo_ev="0.42 / 0.42" relative_energy_kcal_mol=23.8 homo_energy_ev="-7.80 / -7.80"
C 2.53896 -1.55787 0.47708 -1.64
C -0.20884 2.33294 -0.61884 -1.24
C 1.40534 -1.16343 -0.53180 -0.13
C 0.00419 0.88436 -0.85758 -0.05
N -3.82838 -1.05894 0.64998 -0.52
N 1.00762 0.26322 -0.28471 -0.14
N -1.60676 0.31818 1.01479 -0.36
O -3.06810 0.59754 -0.99309 -0.73
O -1.64513 -1.49944 -0.64161 -0.66
O -2.13339 1.62074 1.06820 -0.47
S -2.46856 -0.43426 -0.10079 0.98
H 2.20694 -1.51137 1.44355 0.51
H 2.57750 -2.61778 0.41408 0.43
H 3.36484 -1.03349 0.15501 0.43
H 0.73083 2.80500 -0.34602 0.40
H -0.69641 2.83270 -1.52410 0.30
H -0.92944 2.34387 0.22330 0.41
H 1.69228 -1.24362 -1.57859 0.33
H 0.57976 -1.80223 -0.32548 0.23
H -0.52311 0.42266 -1.64697 0.69
H -4.32266 -1.75301 0.15725 0.27
H -3.55184 -1.35638 1.58219 0.28
H 1.45366 0.63809 0.49375 0.24
H -2.71116 1.65888 0.24759 0.42



9
Properties=species:S:1:pos:R:3:mulliken_charge:R:1 method="wB97M-V/def2-TZVPD" mol_weight_g_mol=93.02 gap_ha="0.2672 / 0.2781" e_lumo_ev="0.74 / -3.13" spin_multiplicity=3 relative_energy_kcal_mol=0.0 homo_energy_ev="-6.53 / -10.70"
C -0.53616 -0.57933 0.08381 -0.18
N -0.81351 0.80215 -0.25145 -0.53
O 3.07709 0.14408 -0.37178 -0.35
O 0.82583 -0.82371 -0.15237 -0.19
P 1.88397 0.29765 0.42966 0.24
H -0.76423 -0.81854 1.13266 0.28
H -1.07984 -1.27513 -0.56048 0.27
H -1.00103 1.35378 0.57690 0.23
H -1.59212 0.89904 -0.88694 0.23



65
Properties=species:S:1:pos:R:3:mulliken_charge:R:1 method="wB97M-V/def2-TZVPD" mol_weight_g_mol=710.57 gap_ha="0.2274 / 0.2313" e_lumo_ev="-8.39 / -8.28" spin_multiplicity=5 relative_energy_kcal_mol=13.6 homo_energy_ev="-14.57 / -14.57" total_charge=+3
Ho -0.12021 -0.16440 0.23801 0.50
N -0.52242 1.78793 8.31438 -0.42
C -0.44947 1.45692 7.02447 1.11
C -0.52680 0.10073 6.62070 -0.89
C -0.45947 -0.23560 5.30045 -0.41
C -0.29831 0.77692 4.33117 0.01
C -0.22185 2.13361 4.71687 -0.50
C -0.29183 2.46449 6.03579 -0.90
S -0.27380 0.38000 2.71411 2.13
O -0.02703 -1.05549 2.43144 -0.78
O 0.75458 1.14855 1.92880 -0.69
N -1.57584 0.56166 1.76077 -0.30
C -1.83623 1.80326 1.15724 0.58
N -1.55403 1.75607 -0.15814 -0.18
C -1.88570 2.84074 -0.88729 -0.14
C -2.44569 3.94251 -0.28606 -0.75
C -2.61285 3.89872 1.10100 -0.11
N -2.31636 2.82840 1.83167 -0.50
H -0.62339 1.09027 9.03182 0.22
H -0.46919 2.74762 8.61100 0.21
H -0.64262 -0.67222 7.36781 0.33
H -0.52049 -1.27318 5.00301 0.44
H -0.10864 2.91179 3.97396 0.41
H -0.22736 3.49939 6.34300 0.33
H -1.70891 2.79631 -1.95444 0.54
H -2.73140 4.81198 -0.85849 0.41
H -3.01352 4.75350 1.63343 0.47
N -3.61478 -6.55071 0.41309 -0.36
C -3.01564 -6.05011 -0.67701 -0.10
S -3.08328 -6.64842 -2.18590 -0.24
C -2.30357 -4.74922 -0.44902 0.63
C -2.92418 -3.66935 0.17038 -0.69
C -2.24344 -2.46812 0.25432 -0.14
N -1.00066 -2.30749 -0.23454 -0.15
C -0.39017 -3.37143 -0.79727 -0.32
C -1.00206 -4.59416 -0.92899 -0.75
H -4.13574 -7.41116 0.33158 0.23
H -3.43157 -6.19736 1.33701 0.22
H -3.93276 -3.73861 0.55358 0.48
H -2.70438 -1.60405 0.72306 0.59
H 0.62524 -3.22757 -1.15111 0.51
H -0.50090 -5.42050 -1.41222 0.47
C 3.56351 -0.15465 -4.71768 -0.75
N 2.08691 0.23591 -4.98522 -0.02
C 2.03060 1.77321 -5.14864 -0.81
N 2.58242 2.41458 -4.01036 0.17
C 3.96956 1.99639 -3.79923 -0.88
N 4.06195 0.55222 -3.59476 0.17
C 3.48094 0.11852 -2.33021 -0.99
P 1.66889 0.51270 -2.25810 1.00
C 1.17712 -0.23716 -3.88349 -0.93
C 1.76224 2.28099 -2.81186 -0.93
H 4.10474 0.11451 -5.62465 0.37
H 3.58373 -1.23424 -4.57293 0.38
H 1.79046 -0.19629 -5.86331 0.36
H 0.98482 2.03463 -5.30725 0.38
H 2.61377 1.99379 -6.04273 0.36
H 4.37815 2.51345 -2.93314 0.38
H 4.55579 2.26808 -4.67731 0.33
H 3.98727 0.62584 -1.50639 0.48
H 3.63627 -0.95388 -2.19350 0.47
H 0.15620 0.03731 -4.15486 0.49
H 1.23827 -1.32626 -3.84602 0.53
H 2.19431 2.88120 -2.00857 0.45
H 0.75883 2.66698 -3.00320 0.54



11
Properties=species:S:1:pos:R:3:mulliken_charge:R:1 method="wB97M-V/def2-TZVPD" mol_weight_g_mol=100.08 gap_ha="0.2245 / 0.2599" e_lumo_ev="0.49 / -3.68" spin_multiplicity=3 relative_energy_kcal_mol=42.1 homo_energy_ev="-5.62 / -10.75"
C 0.98243 0.05253 1.36366 0.35
C -0.25464 0.29244 -0.82176 0.34
C -0.27839 0.03712 0.66570 0.08
N 1.97681 0.05344 1.92998 -0.40
N 0.44237 -0.75198 -1.38064 -0.45
O -0.80218 1.12149 -1.52183 -0.36
O -1.02611 0.98652 1.39849 -0.50
H -0.67794 -0.95513 0.71173 0.18
H 0.71740 -1.45235 -0.78086 0.18
H 0.68946 -0.65893 -2.43110 0.24
H -1.76922 1.27486 0.86663 0.33



7
Properties=species:S:1:pos:R:3:mulliken_charge:R:1 method="wB97M-V/def2-TZVPD" mol_weight_g_mol=95.01 gap_ha="0.3171 / 0.2289" e_lumo_ev="-6.46 / -11.11" spin_multiplicity=3 relative_energy_kcal_mol=26.6 homo_energy_ev="-15.08 / -17.34" total_charge=+1
C 0.54747 0.30117 -0.10932 0.09
C -0.45368 -0.41799 -0.20945 -0.17
F 3.01500 0.77793 0.69533 -0.12
F 2.42176 -1.63093 0.23543 -0.36
P 2.42155 0.13431 -0.61527 0.76
H 0.53928 1.33385 0.14442 0.36
H -1.30066 -1.05248 -0.33377 0.44



12
Properties=species:S:1:pos:R:3:mulliken_charge:R:1 method="wB97M-V/def2-TZVPD" mol_weight_g_mol=82.11 gap_ha=0.4043 e_lumo_ev=0.94 relative_energy_kcal_mol=35.9 homo_energy_ev=-10.06 smiles=C[C@H]1N[C@H]1C#N
C 0.68028 -0.71878 1.12408 -1.22
C -0.26795 0.35277 0.63704 0.23
N 0.13690 1.45473 -0.22390 -0.59
C -0.84084 0.48904 -0.73698 -0.05
C -0.48457 -0.40118 -1.82307 0.12
N -0.24199 -1.07606 -2.73220 -0.42
H 1.38474 -1.07064 0.36354 0.33
H 1.25799 -0.31240 1.96263 0.33
H 0.12716 -1.58389 1.50621 0.30
H -0.95307 0.68377 1.41547 0.33
H 1.04658 1.28873 -0.65079 0.29
H -1.84521 0.89391 -0.84203 0.35



10
Properties=species:S:1:pos:R:3:mulliken_charge:R:1 method="wB97M-V/def2-TZVPD" mol_weight_g_mol=88.07 gap_ha=0.3678 e_lumo_ev=0.75 relative_energy_kcal_mol=62.1 homo_energy_ev=-9.26 smiles="O=C1NNCO1"
O 0.75422 0.35609 2.32868 -0.50
C 0.38398 0.05498 1.26053 0.57
N -0.87072 0.23208 0.67626 -0.28
N -0.77732 0.18743 -0.73677 -0.26
C 0.40971 -0.57497 -0.94441 -0.21
O 1.22588 -0.41396 0.26661 -0.33
H -1.34979 1.01569 0.86189 0.25
H -0.89944 1.08875 -1.01652 0.25
H 0.12057 -1.66317 -0.97815 0.19
H 1.00290 -0.28291 -1.71812 0.32



89
Properties=species:S:1:pos:R:3:mulliken_charge:R:1 method="wB97M-V/def2-TZVPD" mol_weight_g_mol=605.44 gap_ha=0.3309 e_lumo_ev=2.12 homo_energy_ev=-6.88 total_charge=-1
C -5.64275 5.80760 3.37640 -1.17
C -5.70545 6.38550 1.96260 -0.42
C -5.33924 5.39651 0.83311 -0.59
C -4.30798 4.34308 1.21513 -0.68
C -3.80763 3.54221 -0.00082 -0.37
C -3.83357 2.03191 0.21474 -0.92
C -3.31503 1.26972 -1.01421 -0.30
C -1.78355 1.25874 -1.09825 -0.90
C -1.21361 0.23941 -2.09145 0.16
O -0.67651 0.83135 -3.26521 -0.35
C -1.51789 1.71727 -3.93771 -0.82
C -1.05745 3.18252 -3.79465 1.04
F -0.67872 3.69055 -4.99680 -0.31
F -0.00710 3.31133 -2.93256 -0.22
F -2.07695 3.97605 -3.32490 -0.28
C -0.07153 -0.58125 -1.44943 -0.60
C 1.00418 -1.06205 -2.42404 -0.78
O 2.04379 -0.14749 -2.61612 -0.35
C 2.88048 -0.00898 -1.45800 0.45
C 4.32018 -0.41117 -1.76386 -0.79
C 4.61369 -1.81904 -1.22295 -0.38
O -0.65036 -1.73823 -0.83728 -0.43
C -0.58899 -1.71928 0.56155 0.78
O 0.72767 -1.75527 1.04308 -0.66
C 1.48056 -2.87558 0.63736 1.41
C 2.68020 -3.05666 1.56581 -1.34
O 3.20401 -1.78228 1.86704 -0.36
C 4.42974 -1.83338 2.57472 -0.44
C 5.27143 -0.62147 2.24060 -0.99
P -1.79265 -3.01216 1.22390 -0.38
C -1.67117 -4.38807 -0.03528 -0.26
C -1.20202 -5.72948 0.53054 -1.23
C -0.95690 -3.63818 2.74083 -0.22
C -0.65018 -2.52085 3.74184 -1.45
H -4.61520 5.62609 3.68126 0.28
H -6.07789 6.49556 4.09767 0.38
H -6.18517 4.86744 3.45023 0.28
H -6.73102 6.71941 1.81152 0.32
H -5.06145 7.26124 1.91635 0.28
H -6.25801 4.90661 0.51083 0.32
H -4.96036 5.99236 0.00464 0.28
H -3.46569 4.85410 1.67905 0.31
H -4.74361 3.64755 1.92797 0.34
H -4.44226 3.77305 -0.85687 0.25
H -2.79594 3.85158 -0.26025 0.25
H -4.87940 1.74704 0.34567 0.30
H -3.27760 1.74692 1.10614 0.45
H -3.75106 1.76530 -1.88314 0.25
H -3.70893 0.25399 -0.98981 0.36
H -1.42118 1.07575 -0.08946 0.45
H -1.46574 2.26744 -1.35322 0.14
H -2.00011 -0.47082 -2.36048 0.39
H -1.44848 1.48103 -4.99912 0.43
H -2.56134 1.62009 -3.65130 0.29
H 0.40078 0.04778 -0.69833 0.83
H 1.40495 -1.98727 -2.00401 0.24
H 0.56620 -1.32574 -3.38261 0.43
H 2.83117 1.04108 -1.16235 0.23
H 2.48726 -0.60074 -0.63110 -0.17
H 5.02801 0.31685 -1.37971 0.34
H 4.44357 -0.43581 -2.84318 0.26
H 3.87257 -2.49479 -1.65253 0.35
H 5.61811 -2.11131 -1.51137 0.23
H 4.48089 -1.82400 -0.14223 -0.29
H -0.98684 -0.76885 0.91844 0.20
H 0.88440 -3.78809 0.66836 -0.52
H 1.87074 -2.76225 -0.37097 -0.29
H 3.43745 -3.60877 1.00387 0.48
H 2.39711 -3.58746 2.47946 0.52
H 4.99665 -2.73271 2.32973 0.35
H 4.20823 -1.81700 3.64628 0.36
H 5.60162 -0.63058 1.20640 0.15
H 4.74643 0.30207 2.46369 0.25
H 6.16587 -0.65842 2.86307 0.42
H -1.01488 -4.08781 -0.84678 0.15
H -2.66894 -4.50585 -0.44715 0.59
H -1.73743 -6.00906 1.43388 0.29
H -0.13572 -5.72127 0.73845 0.25
H -1.38400 -6.51647 -0.19983 0.40
H -1.61318 -4.35783 3.22412 0.52
H -0.03013 -4.17010 2.52993 0.20
H -0.39823 -2.98200 4.69818 0.43
H -1.50809 -1.87878 3.92614 0.38
H 0.21327 -1.93627 3.44611 0.22
B 8.31857 -1.23378 -2.49452 0.62
F 7.89881 -0.34927 -1.47726 -0.41
F 9.55612 -0.81404 -3.00852 -0.40
F 8.43877 -2.53108 -1.95694 -0.41
F 7.35160 -1.24498 -3.52011 -0.41